(1)
{
  "formula": "C3H3LiNdO3",
  "method": "ωB97M-V with the def2-TZVPD basis set",
  "symbols": ["O", "Nd", "C", "C", "O", "C", "H", "H", "H", "Li", "O"],
  "xyz": [[-0.194, -0.379, 1.335], [-0.548, -3.185, -0.460], [-0.566, 1.019, 1.470], [0.093, -0.372, -0.085], [-1.089, 1.527, 0.404], [-0.841, 0.625, -0.727], [-1.813, 0.222, -1.033], [-0.374, 1.190, -1.541], [1.910, -0.703, -0.794], [1.942, 0.111, 1.659], [1.479, -0.055, -0.227]],
  "forces_ev_per_angstrom": [[0.042, 2.890, -2.110], [-0.097, 1.016, 0.161], [-1.062, 1.039, 2.142], [-0.926, -4.555, -2.424], [1.260, -1.118, 1.148], [0.422, -0.505, 0.171], [0.253, 0.088, 0.051], [-0.140, -0.100, 0.223], [-0.051, 0.410, -0.055], [-0.240, 0.403, 0.126], [0.538, 0.433, 0.568]],
  "mulliken_spin": [0.00, 4.02, 0.00, -0.02, 0.00, 0.00, 0.00, 0.00, 0.00, 0.00, 0.00],
  "multiplicity": 5,
  "total_charge": 2,
  "s_squared": 6.005,
  "energy_ev": -24762.8193,
  "homo_ev": [-15.6, -15.6],
  "gap_ev": [6.39, 6.52]
}

(2)
{
  "formula": "C3H3LiO2Pr",
  "method": "ωB97M-V with the def2-TZVPD basis set",
  "symbols": ["O", "C", "C", "H", "H", "H", "O", "C", "Pr", "Li"],
  "xyz": [[0.274, -0.538, -1.220], [-0.419, -0.482, -0.190], [-1.847, -0.057, -0.279], [-2.448, -0.744, 0.337], [-1.944, 0.926, 0.213], [-2.207, -0.004, -1.318], [3.204, 0.738, 1.865], [4.076, 1.451, 1.725], [1.096, -0.791, 1.954], [0.215, -0.498, -3.088]],
  "forces_ev_per_angstrom": [[-0.210, -0.349, 2.280], [0.741, 0.574, -1.470], [-0.059, -0.338, 0.780], [-0.137, 0.156, -0.285], [-0.023, -0.079, -0.153], [0.104, -0.050, 0.409], [-1.711, -1.296, 0.166], [1.406, 1.105, -0.160], [-0.172, 0.281, -0.931], [0.061, -0.004, -0.636]],
  "mulliken_spin": [0.06, 0.12, 0.05, 0.00, 0.00, 0.01, 0.00, 0.00, 1.77, 0.00],
  "multiplicity": 3,
  "total_charge": 3,
  "s_squared": 2.113,
  "energy_ev": -21494.8444,
  "homo_ev": [-21.6, -21.3],
  "gap_ev": [7.20, 6.55]
}

(3)
{
  "formula": "C3H3LiO3Sc",
  "method": "ωB97M-V with the def2-TZVPD basis set",
  "symbols": ["O", "Li", "C", "C", "O", "C", "H", "H", "H", "Sc", "O"],
  "xyz": [[-0.003, -1.030, -1.000], [-0.292, -2.197, 1.249], [1.132, -0.270, -1.245], [-0.373, -0.185, 0.141], [1.793, -0.132, -0.106], [0.797, 0.499, 0.784], [1.072, 0.290, 1.823], [0.821, 1.593, 0.787], [-2.246, 0.473, 0.236], [-1.242, 0.321, -2.372], [-1.458, 0.640, -0.297]],
  "forces_ev_per_angstrom": [[-1.238, 1.244, 2.169], [0.077, -1.036, 0.646], [2.995, -0.067, -0.571], [-2.608, 0.696, 0.651], [-0.214, 1.180, -1.640], [0.858, -0.986, 0.285], [-0.306, -0.620, 0.000], [-0.141, 0.119, -0.856], [-0.735, 0.389, 0.516], [0.463, 0.340, -1.616], [0.849, -1.259, 0.416]],
  "lowdin_charge": [-0.08, 0.92, 0.06, -0.24, 0.08, 0.02, 0.18, 0.19, 0.18, 1.69, 0.00],
  "multiplicity": 1,
  "total_charge": 3,
  "energy_ev": -30168.7901,
  "homo_ev": [-22.3, -23.6],
  "gap_ev": [6.49, 9.39]
}

(4)
{
  "formula": "C3H3LiO3Tl",
  "method": "ωB97M-V with the def2-TZVPD basis set",
  "symbols": ["O", "C", "C", "O", "C", "O", "Tl", "H", "H", "H", "Li"],
  "xyz": [[-0.494, 0.195, 1.081], [-1.900, 0.122, 0.835], [-2.201, -0.955, 0.021], [-0.482, 0.221, -1.097], [0.225, 0.116, -0.053], [1.367, -0.381, 0.010], [3.115, 0.334, 0.134], [-2.555, 0.685, 1.503], [-3.194, -1.133, -0.398], [-1.714, -1.924, 0.136], [-2.063, 1.852, -0.887]],
  "forces_ev_per_angstrom": [[-2.495, 1.322, 1.796], [3.380, -1.534, 0.398], [-1.787, -0.346, 0.715], [-0.587, 1.234, -0.693], [-0.349, -3.769, -0.790], [-8.439, -1.410, -0.367], [8.786, 3.172, 0.602], [0.072, 0.196, -0.224], [0.000, 0.566, -0.129], [1.081, 0.411, -0.530], [0.338, 0.156, -0.778]],
  "mulliken_spin": [0.09, 0.38, 0.22, 0.26, -0.02, 0.01, 0.01, 0.01, 0.02, 0.02, 0.00],
  "multiplicity": 2,
  "total_charge": 2,
  "s_squared": 0.757,
  "energy_ev": -14179.5122,
  "homo_ev": [-17.3, -17.3],
  "gap_ev": [7.14, 4.73]
}

(5)
{
  "formula": "C3H3LiO3Y",
  "method": "ωB97M-V with the def2-TZVPD basis set",
  "symbols": ["H", "C", "C", "O", "C", "O", "O", "Li", "H", "H", "Y"],
  "xyz": [[1.524, -0.328, -1.637], [0.932, -1.228, 1.052], [-0.147, -0.953, 0.251], [-0.281, 0.435, 0.003], [-1.451, 0.922, -0.497], [-1.302, 2.039, -1.031], [1.986, -0.439, 1.077], [-3.180, 1.792, -1.083], [0.787, -1.944, 1.875], [-1.083, -1.509, 0.269], [2.215, 1.215, -0.278]],
  "forces_ev_per_angstrom": [[0.845, 1.176, 0.217], [-1.931, 0.122, -0.431], [0.179, 0.020, 2.673], [0.820, 0.077, -1.159], [-0.440, -0.059, -0.347], [-0.256, 0.269, 0.198], [0.485, 1.210, -0.135], [0.762, -0.221, 0.095], [0.651, -0.499, -0.858], [0.310, 0.195, -0.064], [-1.424, -2.292, -0.188]],
  "mulliken_spin": [0.05, -0.01, 0.01, -0.02, 0.02, 0.00, -0.08, 0.00, 0.00, 0.00, 1.03],
  "multiplicity": 2,
  "s_squared": 0.752,
  "energy_ev": -10545.6085,
  "homo_ev": [-5.3, -7.4],
  "gap_ev": [4.39, 6.49]
}

(6)
{
  "formula": "C3H3N",
  "method": "ωB97M-V with the def2-TZVPD basis set",
  "symbols": ["C", "C", "C", "N", "H", "H", "H"],
  "xyz": [[0.676, -0.896, 0.052], [1.413, 0.201, 0.057], [-0.682, -0.725, -0.135], [-1.658, -0.004, 0.062], [1.222, -1.836, 0.343], [1.162, 1.285, 0.123], [-1.949, 0.971, 0.111]],
  "forces_ev_per_angstrom": [[4.425, -1.794, 0.632], [-0.391, 1.435, 0.793], [-4.196, 3.197, 1.441], [1.114, -1.852, -1.170], [-1.355, 0.401, -0.975], [-0.108, -0.983, -0.737], [0.510, -0.404, 0.017]],
  "lowdin_charge": [-0.34, 0.09, -0.12, 0.14, 0.10, 0.04, 0.09],
  "multiplicity": 1,
  "energy_ev": -4643.9011,
  "homo_ev": [-8.6, -7.2],
  "gap_ev": [8.68, 6.59]
}

(7)
{
  "formula": "C3H3N",
  "method": "ωB97M-V with the def2-TZVPD basis set",
  "symbols": ["C", "C", "C", "N", "H", "H", "H"],
  "xyz": [[2.115, -0.279, -0.041], [1.018, 0.166, 0.131], [-0.946, 0.396, -0.013], [-1.603, -0.625, 0.103], [3.126, -0.566, -0.099], [-1.092, 1.455, -0.145], [-2.619, -0.547, 0.064]],
  "forces_ev_per_angstrom": [[0.479, -0.015, 0.046], [-5.313, 0.391, -0.038], [8.662, 4.012, -0.915], [-4.175, -2.778, 0.165], [0.421, -0.131, -0.067], [-0.170, -0.003, 0.260], [0.097, -1.477, 0.549]],
  "mulliken_spin": [0.06, 0.26, 0.60, 0.97, 0.00, 0.08, 0.03],
  "multiplicity": 3,
  "s_squared": 2.013,
  "energy_ev": -4640.1368,
  "homo_ev": [-5.9, -10.3],
  "gap_ev": [6.97, 6.73]
}

(8)
{
  "formula": "C3H3N2",
  "method": "ωB97M-V with the def2-TZVPD basis set",
  "symbols": ["C", "C", "C", "N", "N", "H", "H", "H"],
  "xyz": [[2.318, 0.649, 0.406], [-1.473, -0.162, -0.824], [-0.032, -0.334, 1.050], [3.276, 0.757, -0.234], [-0.665, -0.355, 0.083], [-1.908, 0.870, -1.009], [-2.037, -0.960, -1.506], [0.521, -0.465, 2.035]],
  "forces_ev_per_angstrom": [[-0.679, -0.274, 0.190], [-5.639, 0.564, -5.673], [3.110, -0.394, 2.881], [0.284, 0.066, -0.177], [1.193, -0.362, 2.035], [0.927, -1.094, 0.518], [1.956, 1.243, 1.743], [-1.153, 0.252, -1.517]],
  "lowdin_charge": [-0.04, 0.14, 0.26, 0.09, 0.04, 0.16, 0.19, 0.17],
  "multiplicity": 1,
  "total_charge": 1,
  "energy_ev": -6124.3228,
  "homo_ev": [-17.1, -15.8],
  "gap_ev": [9.31, 7.16]
}

(9)
{
  "formula": "C3H3N2",
  "method": "ωB97M-V with the def2-TZVPD basis set",
  "symbols": ["N", "C", "C", "C", "N", "H", "H", "H"],
  "xyz": [[0.454, 1.743, 0.316], [1.055, 0.885, -0.232], [0.474, -0.348, -0.274], [-0.763, -0.603, 0.240], [-0.038, -1.705, -0.428], [0.215, 2.746, -0.045], [-1.794, -0.194, 0.434], [0.398, -2.525, -0.010]],
  "forces_ev_per_angstrom": [[0.816, 6.576, 0.101], [-1.304, -1.682, -0.454], [-2.445, -1.985, 1.714], [1.904, -1.648, -2.949], [-0.673, 1.609, -0.119], [0.585, -2.075, 0.763], [1.225, -0.939, 0.316], [-0.108, 0.144, 0.628]],
  "lowdin_charge": [0.24, 0.05, -0.18, 0.20, 0.17, 0.20, 0.18, 0.14],
  "smiles": "N=C=C1C=[NH+]1",
  "multiplicity": 1,
  "total_charge": 1,
  "energy_ev": -6124.4850,
  "homo_ev": [-14.1, -14.5],
  "gap_ev": [6.95, 7.58]
}

(10)
{
  "formula": "C3H3N2O2",
  "method": "ωB97M-V with the def2-TZVPD basis set",
  "symbols": ["N", "N", "C", "C", "O", "C", "O", "H", "H", "H"],
  "xyz": [[-1.751, -0.425, 0.572], [-1.119, 0.472, -0.396], [0.195, 0.198, -0.355], [1.440, 0.678, -0.019], [2.135, 1.740, -0.040], [1.298, -0.671, -0.434], [1.773, -1.805, -0.574], [-1.394, -1.307, 0.203], [-1.227, -0.353, 1.451], [-1.349, 1.472, -0.409]],
  "forces_ev_per_angstrom": [[-0.523, 0.360, -0.342], [-1.469, -0.329, -0.336], [1.705, 0.175, 0.428], [1.503, 2.991, -2.078], [-0.284, -0.863, 1.137], [0.066, -1.457, 0.690], [-0.212, -0.154, -0.314], [-0.531, -0.086, 0.158], [-0.022, 0.295, -0.142], [-0.234, -0.932, 0.799]],
  "lowdin_charge": [-0.01, -0.08, -0.21, -0.36, -0.13, -0.37, -0.08, 0.07, 0.06, 0.12],
  "smiles": "NNc1c([O-])c1=O",
  "multiplicity": 1,
  "total_charge": -1,
  "energy_ev": -10232.5447,
  "homo_ev": -3.4,
  "gap_ev": 7.57
}

(11)
{
  "formula": "C3H3N2O2",
  "method": "ωB97M-V with the def2-TZVPD basis set",
  "symbols": ["C", "C", "C", "N", "N", "O", "O", "H", "H", "H"],
  "xyz": [[0.717, -0.061, 0.046], [1.720, 0.636, 1.994], [-0.424, 0.501, -0.732], [1.244, -0.418, 1.221], [0.728, 1.268, -0.163], [2.257, 0.823, 2.957], [1.103, 1.913, 0.864], [-0.402, 0.467, -1.721], [-1.280, 0.808, -0.172], [1.104, -1.268, 1.686]],
  "forces_ev_per_angstrom": [[0.600, 2.244, -1.117], [-2.626, 0.784, -3.988], [-0.491, 1.070, 5.377], [-0.447, 1.490, -0.815], [2.118, -4.845, -1.136], [1.406, 0.703, 2.264], [0.988, 1.203, 3.104], [0.081, -0.166, -4.170], [-1.496, -0.797, -0.086], [-0.134, -1.688, 0.567]],
  "lowdin_charge": [-0.06, -0.20, 0.21, 0.25, -0.04, 0.35, 0.09, 0.09, 0.14, 0.18],
  "multiplicity": 1,
  "total_charge": 1,
  "energy_ev": -10221.4809,
  "homo_ev": [-15.6, -15.6],
  "gap_ev": [9.47, 9.47]
}

(12)
{
  "formula": "C3H3N2O2S",
  "method": "ωB97M-V with the def2-TZVPD basis set",
  "symbols": ["N", "C", "S", "C", "O", "N", "C", "O", "H", "H", "H"],
  "xyz": [[0.788, -1.427, 0.101], [-0.333, -0.591, 0.325], [-1.902, -1.294, 0.023], [-2.698, 0.257, -0.002], [-3.904, 0.438, 0.061], [-1.778, 1.245, 0.107], [-0.413, 0.908, 0.181], [0.471, 1.800, 0.170], [1.435, -1.345, -0.629], [1.307, -1.327, 0.968], [-2.067, 2.144, -0.197]],
  "forces_ev_per_angstrom": [[-0.380, -0.381, 3.096], [0.076, 3.779, -1.316], [-0.499, -0.209, -0.087], [-0.317, -0.578, 0.791], [-0.697, 0.129, -0.560], [0.391, -0.249, -0.294], [1.137, -2.879, 0.374], [-0.609, -0.758, -0.136], [0.510, 0.854, -1.717], [0.440, -0.590, -0.314], [-0.052, 0.881, 0.163]],
  "lowdin_charge": [-0.05, -0.64, 0.96, -0.86, -0.08, 0.08, -0.52, -0.10, 0.03, 0.05, 0.13],
  "smiles": "Nc1sc(=O)[nH]c1[O-]",
  "multiplicity": 1,
  "total_charge": -1,
  "energy_ev": -21071.2637,
  "homo_ev": -2.3,
  "gap_ev": 6.03
}